[1]
Entry from the OMol25 dataset: a cluster of 2 separate species, C2H6IN2O2 in total (wB97M-V/def2-TZVPD).

The relative energy (zero: lowest compared OMol25 entry of this formula, charge and spin) is 77.0 kcal per mole. The HOMO energy comes out at -13.37 eV. The value obtained for the largest force on an atom is 0.080 Eh/bohr. The total charge is +1.

Structure (XYZ):
```
13
Properties=species:S:1:pos:R:3:forces:R:3:mulliken_charge:R:1
C -1.15184 1.01888 0.87123 -0.222 0.456 -1.051 0.035
C 1.67363 -0.94190 -0.56105 0.228 -1.244 2.193 -0.164
N -0.67314 0.29681 -0.08073 -0.906 0.715 0.426 -0.193
N 1.07248 -2.07218 -0.36050 -2.427 0.999 -3.169 -0.217
O -1.81646 2.20777 0.87433 0.161 -0.080 0.900 -0.506
O -0.82315 0.57558 -1.43325 1.847 -2.669 0.630 -0.353
I 3.25702 -0.11685 0.54577 -0.769 -0.858 -0.565 0.331
H -1.00934 0.46653 1.75179 0.135 -0.011 1.688 0.328
H 1.27763 -0.23629 -1.21946 -0.688 0.600 -1.415 0.479
H 0.15176 -2.41346 -0.87050 2.374 1.715 0.823 0.337
H -2.00259 2.61493 1.79585 0.639 -1.463 -2.099 0.387
H 1.30051 -2.75932 0.27450 1.426 -1.398 2.010 0.226
H -1.25651 1.35949 -1.58798 -1.797 3.238 -0.374 0.311
```
Positions in Å, forces in eV/Å.

---

[2]
Entry from the OMol25 dataset: the molecule C2H6IN3S (wB97M-V/def2-TZVPD).

The relative energy (zero: lowest compared OMol25 entry of this formula, charge and spin) is 117.4 kcal per mole. The HOMO energy comes out at -8.13 eV. The value obtained for the largest force on an atom is 0.072 Eh/bohr. The total charge is 0.

Structure (XYZ):
```
13
Properties=species:S:1:pos:R:3:forces:R:3:mulliken_charge:R:1
C -2.07170 -0.23198 0.94553 1.007 -1.803 -0.991 -0.711
C -0.04111 0.13714 -0.86000 -1.236 -2.463 -2.484 0.193
N 1.48202 1.58182 -0.39884 -0.683 0.663 0.568 -0.847
N 0.29424 1.08036 -0.08623 1.649 1.911 2.267 -0.054
N 1.46685 -1.44172 -0.05559 0.212 -0.149 -1.181 -0.671
S -1.60071 -0.62896 -0.79531 -0.044 0.102 -0.032 -0.084
I 2.98254 -0.26109 0.23324 0.348 0.214 0.484 0.374
H -3.15992 -0.08044 0.86691 0.620 0.311 0.587 0.318
H -1.37687 0.63511 1.10231 -1.193 -0.779 0.811 0.274
H -1.80764 -1.23701 1.45314 -0.479 2.144 -0.110 0.227
H 0.38640 0.13035 -1.85340 0.312 -0.500 -0.219 0.391
H 1.64819 2.23532 0.38701 0.380 -0.174 -0.476 0.307
H 1.79773 -1.91890 -0.93877 -0.892 0.524 0.776 0.281
```
Positions in Å, forces in eV/Å.

---

[3]
Entry from the OMol25 dataset: a structure of composition C2H6INO2S (wB97M-V/def2-TZVPD).

The relative energy (zero: lowest compared OMol25 entry of this formula, charge and spin) is 41.5 kcal per mole. The HOMO energy comes out at -9.17 eV. The value obtained for the largest force on an atom is 0.051 Eh/bohr. The total charge is 0.

Structure (XYZ):
```
13
Properties=species:S:1:pos:R:3:forces:R:3:mulliken_charge:R:1
C 0.99234 1.22163 0.98496 1.560 1.625 1.340 -0.678
C -0.99672 -1.38678 -1.17730 2.174 0.356 -1.418 -0.923
N 0.02303 0.23208 0.67734 -0.576 -1.394 -0.037 -0.350
O -2.35078 0.61737 -0.27960 -0.194 0.264 0.038 -0.597
O -0.32067 1.23376 -1.62436 -0.153 0.554 -0.988 -0.593
S -0.76452 0.34811 -0.60449 -0.198 -1.800 1.870 1.128
I -3.05564 2.11751 0.92048 0.843 -0.888 -0.756 0.317
H 2.09286 0.96114 0.89987 -1.278 -0.299 -0.567 0.220
H 0.73817 2.03718 0.32187 0.935 0.922 0.201 0.293
H 0.99434 1.59079 2.06379 -0.745 -0.509 -1.209 0.222
H -0.46069 -2.07591 -0.55271 0.046 0.230 1.167 0.351
H -2.00264 -1.71242 -1.24013 -0.938 0.109 -0.439 0.311
H -0.35807 -1.54382 -2.11760 -1.475 0.830 0.797 0.300
```
Positions in Å, forces in eV/Å.

---

[4]
Entry from the OMol25 dataset: a cluster of 2 separate species, C2H6N2 in total (wB97M-V/def2-TZVPD).

The relative energy (zero: lowest compared OMol25 entry of this formula, charge and spin) is 88.9 kcal per mole. The HOMO energy comes out at -8.01 eV. The value obtained for the largest force on an atom is 0.034 Eh/bohr. The total charge is 0.

Structure (XYZ):
```
10
Properties=species:S:1:pos:R:3:forces:R:3:mulliken_charge:R:1
N 0.24394 1.20381 1.23316 0.022 0.058 0.083 -0.511
N 0.34301 -1.38523 -1.05771 -1.074 -0.374 -0.265 -0.432
C 0.21981 0.57566 -0.04815 0.964 -0.204 -0.612 -0.588
C -0.46298 -0.66162 -0.31335 0.661 -0.844 -0.075 -0.162
H 0.37489 0.55669 1.99695 -0.016 0.044 -0.045 0.226
H -0.53523 1.82215 1.42608 0.074 -0.087 -0.040 0.216
H -0.08236 -2.10422 -1.65502 -0.076 -0.075 0.288 0.197
H 1.15495 -0.25724 -0.84009 -0.222 1.406 0.984 0.361
H 0.13335 1.28049 -0.87380 -0.204 0.021 0.045 0.338
H -1.38936 -1.03049 0.13194 -0.131 0.055 -0.363 0.354
```
Positions in Å, forces in eV/Å.

---

[5]
Entry from the OMol25 dataset: the molecule C2H6N2 (wB97M-V/def2-TZVPD).

The relative energy (zero: lowest compared OMol25 entry of this formula, charge and spin) is 52.2 kcal per mole. The HOMO energy comes out at -8.66 eV. The value obtained for the largest force on an atom is 0.099 Eh/bohr. The total charge is 0. The structure (SMILES) is [H]/N=C/NC.

Structure (XYZ):
```
10
Properties=species:S:1:pos:R:3:forces:R:3:mulliken_charge:R:1
H -0.97236 -2.23648 -1.29924 -1.009 -1.799 -0.552 0.285
N -0.42731 -1.43385 -1.38927 0.663 2.337 -0.832 -0.602
C -0.21441 -1.09880 -0.19711 0.175 -0.438 2.429 0.050
N 0.45732 0.03257 0.33036 1.729 -4.756 0.494 -0.264
C 0.33324 1.41152 0.14500 -1.740 1.894 2.170 -0.848
H -0.58784 -1.90049 0.58300 1.057 1.910 -0.560 0.194
H 0.87465 -0.20455 1.26124 -0.896 0.437 -1.397 0.246
H 1.19974 2.03843 0.46834 -0.625 -0.853 -0.247 0.243
H -0.11580 1.84925 -0.69766 0.236 -0.368 -2.147 0.373
H -0.54722 1.54239 0.79534 0.409 1.636 0.642 0.322
```
Positions in Å, forces in eV/Å.

---

[6]
Entry from the OMol25 dataset: the molecule C2H6N2 (wB97M-V/def2-TZVPD).

The relative energy (zero: lowest compared OMol25 entry of this formula, charge and spin) is 35.5 kcal per mole. The HOMO energy comes out at -9.12 eV. The value obtained for the largest force on an atom is 0.096 Eh/bohr. The total charge is 0. The structure (SMILES) is [H]/N=C\NC.

Structure (XYZ):
```
10
Properties=species:S:1:pos:R:3:forces:R:3:mulliken_charge:R:1
H 1.17726 -1.38422 -0.08369 0.597 1.114 0.177 0.252
N 1.83513 -0.56897 -0.01136 -1.467 1.819 -0.363 -0.657
C 1.20618 0.58829 -0.04091 -0.707 -4.059 0.311 0.080
N -0.19429 0.72456 -0.14330 -0.076 4.332 2.349 -0.257
C -1.08118 -0.37956 0.01050 -1.369 -1.959 -1.482 -1.014
H 1.76667 1.49304 0.02339 0.246 0.594 -0.027 0.368
H -0.58749 1.68790 0.37646 1.555 -3.485 -1.997 0.281
H -2.11357 -0.04545 -0.27136 0.811 -0.127 0.697 0.316
H -0.89730 -1.13175 -0.82868 0.107 0.773 1.072 0.333
H -1.11140 -0.98383 0.96894 0.304 0.999 -0.734 0.298
```
Positions in Å, forces in eV/Å.

---

[7]
Entry from the OMol25 dataset: the molecule C2H6N2 (wB97M-V/def2-TZVPD).

The relative energy (zero: lowest compared OMol25 entry of this formula, charge and spin) is 43.5 kcal per mole. The HOMO energy comes out at -8.83 eV. The value obtained for the largest force on an atom is 0.059 Eh/bohr. The total charge is 0. The structure (SMILES) is [H]/N=C\NC.

Structure (XYZ):
```
10
Properties=species:S:1:pos:R:3:forces:R:3:mulliken_charge:R:1
H 1.18285 1.03437 1.20041 0.712 0.650 -1.424 0.267
N 1.45992 1.17070 0.17892 -2.463 -1.038 -0.813 -0.658
C 0.46058 0.54935 -0.42503 2.058 -0.172 2.224 0.071
N -0.52394 -0.03100 0.32543 -2.409 -1.029 1.161 -0.330
C -1.06210 -1.33865 -0.15749 1.380 1.430 1.638 -0.920
H 0.37315 0.10660 -1.43455 0.972 1.218 -0.113 0.351
H -1.14572 0.47576 0.97298 1.050 -0.181 -0.673 0.238
H -1.61657 -1.12561 -1.02306 -1.386 -0.430 -1.102 0.339
H -1.56469 -1.85605 0.67991 -0.004 0.297 -0.769 0.297
H -0.17174 -1.87719 -0.43102 0.090 -0.745 -0.129 0.344
```
Positions in Å, forces in eV/Å.

---

[8]
Entry from the OMol25 dataset: the molecule C2H6N2O (wB97M-V/def2-TZVPD).

The relative energy (zero: lowest compared OMol25 entry of this formula, charge and spin) is 56.6 kcal per mole. The HOMO energy comes out at -9.08 eV. The value obtained for the largest force on an atom is 0.034 Eh/bohr. The total charge is 0. The structure (SMILES) is [H]/N=C(\C)NO.

Structure (XYZ):
```
11
Properties=species:S:1:pos:R:3:forces:R:3:mulliken_charge:R:1
H 0.85755 -1.45473 1.17839 0.089 0.106 -0.111 0.211
N 1.01722 -0.47860 0.94492 -0.557 0.260 -0.580 -0.780
C 0.19902 -0.06434 0.04035 0.266 -0.475 0.710 0.704
C -0.88085 -0.88215 -0.61322 0.196 -0.983 -0.074 -1.031
N 0.29346 1.25636 -0.36194 -1.020 -1.090 -0.398 -0.230
O 1.08091 1.99068 0.47789 0.364 1.713 -0.082 -0.426
H -1.64281 -1.18856 0.14941 0.563 0.382 -0.756 0.275
H -1.33621 -0.35789 -1.46789 0.035 -0.228 0.403 0.325
H -0.38798 -1.81986 -0.99328 -0.638 0.843 0.257 0.301
H -0.64119 1.66359 -0.43763 0.406 0.147 0.004 0.244
H 1.44088 1.33550 1.08299 0.296 -0.675 0.627 0.407
```
Positions in Å, forces in eV/Å.

---

[9]
Entry from the OMol25 dataset: a cluster of 2 separate species, C2H6N2O in total (wB97M-V/def2-TZVPD).

The relative energy (zero: lowest compared OMol25 entry of this formula, charge and spin) is 73.7 kcal per mole. The HOMO energy comes out at -9.42 eV. The value obtained for the largest force on an atom is 0.075 Eh/bohr. The total charge is 0. The structure (SMILES) is CC#N.NO.

Structure (XYZ):
```
11
Properties=species:S:1:pos:R:3:forces:R:3:mulliken_charge:R:1
C 2.52055 -1.82804 0.81663 0.268 -0.592 0.284 -0.778
C 1.42920 -0.89788 0.98101 -2.985 2.365 -0.672 0.396
N 0.52681 -0.14518 0.93876 2.610 -2.217 0.463 -0.418
H 3.08262 -1.56342 -0.07782 0.097 0.048 0.101 0.257
H 3.16155 -1.79142 1.70329 0.015 -0.132 -0.272 0.262
H 2.12733 -2.84739 0.68052 0.144 0.354 0.160 0.260
N -1.69553 1.08834 -0.48904 -0.117 0.182 -0.072 -0.376
O -2.28160 1.73952 -1.62812 0.351 -0.484 0.062 -0.410
H -2.37928 0.40830 -0.17193 0.087 -0.056 0.101 0.238
H -0.84438 0.58229 -0.75239 -0.392 0.373 -0.067 0.269
H -2.41241 1.04888 -2.29069 -0.078 0.160 -0.089 0.300
```
Positions in Å, forces in eV/Å.

---

[10]
Entry from the OMol25 dataset: a cluster of 2 separate species, C2H6N2O in total (wB97M-V/def2-TZVPD).

The relative energy (zero: lowest compared OMol25 entry of this formula, charge and spin) is 58.3 kcal per mole. The HOMO energy comes out at -9.39 eV. The value obtained for the largest force on an atom is 0.097 Eh/bohr. The total charge is 0. The structure (SMILES) is [H]/N=C/N.C=O.

Structure (XYZ):
```
11
Properties=species:S:1:pos:R:3:forces:R:3:mulliken_charge:R:1
H -0.83439 -0.14518 2.36377 -0.062 -0.276 0.569 0.226
N -0.36553 -0.05011 1.48254 -0.709 -0.182 -1.769 -0.578
C -1.19615 -0.39421 0.54376 0.421 1.608 1.390 0.082
N -0.94008 -0.16304 -0.77860 2.758 2.500 1.336 -0.389
H -2.21634 -0.74077 0.82367 0.622 -0.265 -0.627 0.301
H -1.50375 -0.49790 -1.43106 -3.446 -2.248 -2.835 0.176
H -0.46757 0.65992 -1.24895 0.046 -1.343 1.930 0.232
C 1.90020 0.28059 -0.38808 -0.699 3.322 -3.328 -0.129
O 1.56365 1.00505 -1.36137 1.076 -1.766 2.570 -0.518
H 1.39111 -0.65733 -0.28183 0.106 -0.693 0.564 0.323
H 2.66886 0.70297 0.27616 -0.112 -0.658 0.200 0.272
```
Positions in Å, forces in eV/Å.

---

Short version: orbital gap = 8.44, 7.25, 7.52, 9.13, 9.55, 9.98, 9.85, 9.93, 10.00, 10.29 eV, in the order given.
Short version: LUMO = -4.9, -0.9, -1.7, 1.1, 0.9, 0.9, 1.0, 0.9, 0.6, 0.9 eV, in the order given.
Short version: electronic energy = -17336.94280, -25572.26403, -26688.76733, -5148.06296, -5149.65573, -5150.38235, -5150.03279, -7197.33444, -7196.59096, -7197.25894 eV, in the order given.